Record 1
{
  "formula": "C28H31N4O3Ti",
  "method": "ωB97M-V/def2-TZVPD",
  "elements": ["Ti", "N", "C", "C", "C", "C", "N", "H", "H", "H", "H", "H", "H", "H", "H", "H", "H", "H", "H", "O", "C", "C", "O", "O", "C", "C", "C", "C", "C", "C", "C", "C", "C", "C", "C", "C", "H", "H", "H", "H", "H", "H", "H", "H", "H", "H", "H", "C", "C", "C", "C", "N", "C", "C", "C", "C", "C", "C", "N", "H", "H", "H", "H", "H", "H", "H", "H"],
  "positions_angstrom": [[0.264365, -0.287875, 0.337892], [0.213684, -0.840340, 2.505411], [1.243759, -0.135951, 3.341368], [2.507928, -0.970733, 3.476040], [3.048061, -1.612741, 2.200552], [3.545987, -0.670058, 1.125251], [2.465103, 0.129909, 0.447604], [-0.705782, -0.505148, 2.788584], [0.229888, -1.826357, 2.764536], [0.831314, 0.066295, 4.327974], [1.432618, 0.836042, 2.884500], [2.325228, -1.764781, 4.204273], [3.274453, -0.333632, 3.923223], [2.299697, -2.286801, 1.767397], [3.883054, -2.259009, 2.475292], [4.055318, -1.237552, 0.348752], [4.281626, 0.023571, 1.533217], [2.775134, 0.358812, -0.497446], [2.454111, 1.067599, 0.867203], [1.835933, 3.127810, 0.761688], [0.536559, 3.462777, 0.223188], [0.010074, 2.022271, 0.109579], [-0.573815, 1.389322, 1.072530], [0.318053, 1.297762, -0.889362], [0.619468, 4.016133, -1.190297], [1.812582, 4.473491, -1.720469], [1.839750, 5.024788, -2.999156], [0.675809, 5.113203, -3.745653], [-0.524294, 4.651952, -3.212991], [-0.547836, 4.110036, -1.940178], [-0.207561, 4.379325, 1.185177], [-0.607007, 3.975095, 2.462503], [-1.183172, 4.880810, 3.338161], [-1.357446, 6.208191, 2.963766], [-0.947511, 6.624222, 1.708009], [-0.377606, 5.715901, 0.824577], [2.233257, 3.939811, 1.105721], [2.733966, 4.402650, -1.157981], [2.775057, 5.385147, -3.406675], [0.698075, 5.543930, -4.738046], [-1.438881, 4.723886, -3.786953], [-1.496403, 3.780010, -1.523792], [-0.462304, 2.958052, 2.791521], [-1.492211, 4.552666, 4.322490], [-1.806486, 6.912083, 3.652370], [-1.073821, 7.655768, 1.406131], [-0.079651, 6.057591, -0.157605], [-4.061046, -1.089118, 0.425464], [-4.092749, -2.459450, 0.293778], [-2.897063, -3.152943, 0.114013], [-1.721596, -2.446708, 0.086388], [-1.685478, -1.111082, 0.233190], [-2.832613, -0.446498, 0.396611], [-0.394137, -3.068311, -0.254543], [-0.202937, -4.418947, -0.417068], [1.012934, -4.871138, -0.919787], [1.996179, -3.962170, -1.260416], [1.751614, -2.625611, -1.020309], [0.595071, -2.184903, -0.503298], [-4.962817, -0.505753, 0.547407], [-5.033274, -2.994789, 0.314078], [-2.904079, -4.225131, -0.017748], [-2.751335, 0.624096, 0.514289], [-0.991587, -5.119511, -0.183535], [1.175033, -5.932223, -1.061717], [2.936436, -4.271868, -1.694498], [2.493121, -1.873773, -1.244870]],
  "atomic_forces_ev_per_a": [[0.6, 0.2, 0.5], [0.1, 0.1, 0.1], [-0.1, 0.0, -0.2], [0.1, 0.0, 0.1], [-0.2, -0.1, 0.0], [-0.1, 0.2, -0.2], [0.1, 0.2, 0.1], [0.0, 0.0, 0.0], [0.0, 0.0, -0.1], [0.0, 0.0, 0.1], [0.0, 0.0, 0.0], [0.0, 0.0, 0.0], [0.0, 0.0, 0.0], [0.0, 0.0, 0.0], [0.0, 0.0, 0.0], [0.0, -0.1, 0.0], [0.0, 0.0, 0.0], [0.0, -0.1, 0.0], [-0.1, 0.0, 0.0], [0.1, 0.0, 0.0], [-0.1, -0.3, -0.1], [-0.5, -0.1, 0.3], [0.3, 0.6, -0.3], [0.1, 0.4, 0.0], [0.1, 0.1, 0.1], [0.1, 0.0, -0.1], [0.0, 0.0, 0.0], [0.0, 0.0, 0.0], [0.1, 0.0, 0.0], [-0.1, 0.0, 0.0], [0.0, 0.2, -0.1], [0.1, 0.0, 0.0], [0.0, 0.1, 0.0], [0.0, 0.0, 0.0], [0.0, -0.1, 0.0], [-0.1, 0.0, 0.0], [-0.1, 0.0, 0.1], [0.0, 0.0, 0.0], [0.0, 0.0, 0.0], [0.0, 0.0, 0.0], [0.0, 0.0, 0.0], [0.0, 0.0, 0.0], [0.0, -0.1, 0.0], [0.0, 0.0, 0.0], [0.0, 0.0, 0.0], [0.0, 0.0, 0.0], [0.0, 0.0, 0.1], [0.1, 0.3, 0.0], [0.0, -0.3, 0.0], [-0.4, -0.2, 0.1], [0.7, -0.3, -0.3], [-0.4, -0.2, 0.0], [-0.1, 0.0, 0.1], [-0.7, 0.3, 0.0], [0.1, -0.3, -0.1], [-0.2, -0.2, 0.1], [0.1, 0.2, 0.0], [0.0, 0.0, 0.1], [0.0, -0.5, -0.2], [0.0, 0.0, 0.0], [0.0, 0.0, 0.0], [0.0, 0.0, 0.0], [0.0, 0.0, 0.0], [0.0, 0.0, 0.0], [0.0, 0.0, 0.0], [0.0, 0.0, 0.0], [0.0, 0.0, 0.0]],
  "e_lumo_ev": [-6.87, -6.84],
  "homo_lumo_gap_ev": [6.6861, 6.7173],
  "s2": 0.753,
  "spin_multiplicity": 2,
  "charge": 2,
  "homo_ev": [-13.556, -13.556]
}

***

Record 2
{
  "formula": "C28H31N5O6S2Ti",
  "method": "ωB97M-V/def2-TZVPD",
  "elements": ["Ti", "O", "C", "C", "C", "C", "C", "C", "C", "N", "C", "C", "N", "C", "C", "C", "C", "C", "C", "C", "O", "H", "H", "H", "H", "H", "H", "H", "H", "H", "H", "H", "H", "H", "H", "C", "C", "C", "C", "C", "C", "C", "S", "O", "O", "N", "C", "C", "O", "O", "H", "H", "H", "H", "H", "H", "H", "H", "H", "C", "N", "C", "S", "N", "C", "H", "H", "H", "H", "H", "H", "H", "H"],
  "positions_angstrom": [[-0.219268, -0.664442, 0.678104], [-2.019576, -0.447056, 1.044800], [-2.743764, 0.309706, 1.865928], [-4.101122, 0.073604, 2.019513], [-4.877056, 0.832346, 2.894763], [-4.271315, 1.846728, 3.643667], [-2.921469, 2.101086, 3.488933], [-2.115337, 1.372232, 2.586707], [-0.747956, 1.718539, 2.403172], [0.099632, 1.124226, 1.540840], [1.459862, 1.657512, 1.492332], [2.286179, 0.813354, 0.503445], [1.775781, -0.542279, 0.606043], [2.585101, -1.587447, 0.928220], [2.121601, -2.745754, 1.608315], [2.915290, -3.911513, 1.694093], [2.525992, -5.015670, 2.433923], [1.318796, -4.985802, 3.130848], [0.516978, -3.843089, 3.073346], [0.872055, -2.732464, 2.323071], [0.103247, -1.644726, 2.316851], [-4.535320, -0.731305, 1.438378], [-5.935504, 0.625882, 2.999745], [-4.856001, 2.433882, 4.343355], [-2.451389, 2.895744, 4.060295], [-0.369759, 2.548513, 2.999590], [1.918235, 1.608427, 2.490302], [1.450097, 2.709996, 1.178543], [3.351755, 0.861957, 0.751077], [2.137015, 1.214322, -0.495813], [3.645739, -1.515933, 0.688053], [3.855454, -3.926519, 1.148642], [3.156987, -5.897634, 2.467335], [0.996326, -5.845265, 3.707902], [-0.420861, -3.792789, 3.614977], [4.657296, -3.347662, -4.471724], [3.598420, -2.391792, -3.980947], [2.852129, -2.686734, -2.848990], [1.854993, -1.828897, -2.396638], [1.602934, -0.653486, -3.087230], [2.340266, -0.341126, -4.224231], [3.332632, -1.204746, -4.661792], [0.299602, 0.470115, -2.600785], [-0.537604, 0.562880, -3.779519], [0.982048, 1.687093, -2.215156], [-0.460629, -0.165990, -1.380828], [-1.538367, -1.117449, -1.780893], [-1.442436, -2.423377, -0.983730], [-2.263281, -3.301973, -1.164195], [-0.419518, -2.468312, -0.161899], [5.312006, -3.663581, -3.657071], [5.273594, -2.889725, -5.247423], [4.206932, -4.250317, -4.893137], [3.045587, -3.602267, -2.297962], [1.285570, -2.071154, -1.510426], [2.128998, 0.578537, -4.756707], [3.914638, -0.954014, -5.543736], [-1.484625, -1.360775, -2.840411], [-2.521156, -0.680861, -1.601665], [-0.230709, 4.518246, -1.054968], [-1.422835, 4.603621, -0.228857], [-2.376610, 3.648662, -0.179454], [-2.508105, 2.377107, -1.204582], [-3.279436, 3.888823, 0.883068], [-4.269582, 4.925922, 0.614341], [-0.150035, 5.375050, -1.729476], [-0.263660, 3.603525, -1.642137], [0.655441, 4.479832, -0.420204], [-1.365469, 5.150308, 0.615292], [-3.734681, 3.009282, 1.102313], [-4.903574, 4.682919, -0.248857], [-3.775949, 5.877962, 0.416755], [-4.901248, 5.045982, 1.494565]],
  "atomic_forces_ev_per_a": [[0.9, -0.3, 0.6], [-1.0, 0.7, 0.4], [0.4, -0.1, -0.2], [-0.2, 0.0, 0.0], [0.1, 0.1, 0.0], [0.0, -0.1, 0.0], [0.0, 0.0, 0.1], [0.2, 0.0, 0.1], [-0.1, 0.0, -0.3], [0.1, 0.4, 0.1], [0.0, -0.2, 0.1], [-0.2, -0.1, 0.2], [0.6, -0.1, -0.2], [-0.3, 0.4, 0.2], [0.1, 0.2, 0.0], [0.0, 0.0, 0.0], [0.0, 0.1, 0.0], [0.0, 0.1, 0.0], [-0.1, -0.2, 0.1], [0.1, 0.3, 0.0], [0.2, -0.7, -0.1], [0.0, 0.0, 0.0], [0.0, 0.0, 0.0], [0.0, 0.0, 0.0], [0.0, 0.0, 0.0], [0.0, 0.1, 0.0], [-0.1, 0.0, 0.1], [0.0, 0.0, 0.0], [0.1, 0.0, 0.0], [0.1, 0.0, -0.1], [0.0, 0.0, -0.1], [0.0, 0.0, 0.0], [0.0, 0.0, 0.0], [0.0, 0.0, 0.0], [0.0, 0.0, 0.0], [0.0, 0.0, 0.0], [0.1, 0.0, -0.1], [-0.1, 0.0, 0.1], [0.1, 0.1, -0.1], [0.0, -0.1, -0.1], [0.1, 0.0, 0.0], [0.0, 0.1, 0.0], [-0.2, 0.0, 0.3], [0.0, 0.0, -0.2], [0.1, 0.1, 0.0], [-0.6, -0.5, -0.6], [0.4, 0.2, 0.1], [0.6, 0.1, 0.0], [0.0, -0.2, 0.0], [-0.8, -0.3, -0.5], [0.0, 0.0, 0.0], [0.0, 0.0, 0.0], [0.0, 0.0, 0.0], [0.0, 0.0, 0.0], [0.0, 0.0, 0.0], [0.0, 0.0, 0.0], [0.0, 0.0, 0.0], [0.0, -0.1, -0.1], [0.0, 0.0, 0.1], [-0.1, 0.1, 0.0], [0.2, 0.1, 0.0], [-0.1, 0.0, 0.0], [-0.1, 0.0, 0.0], [0.0, 0.0, -0.1], [0.0, 0.0, 0.0], [0.0, 0.0, 0.0], [0.0, 0.0, 0.0], [0.0, 0.0, 0.0], [0.0, 0.0, 0.0], [0.0, 0.0, 0.0], [0.0, 0.0, 0.0], [0.0, 0.0, 0.0], [0.0, 0.0, 0.0]],
  "e_lumo_ev": [4.40, 4.40],
  "homo_lumo_gap_ev": [3.9166, 6.6170],
  "s2": 2.049,
  "spin_multiplicity": 3,
  "charge": -2,
  "homo_ev": [0.483, -2.221]
}

***

In the order shown, the computed maximum force values come out to 0.88 1.31 eV/A.
In the order shown, the computed relative energy (zero: lowest compared OMol25 entry of this formula, charge and spin) values come out to 0.0 18.4 kcal/mol.
In the order shown, the computed total energy values come out to -2379.45102 -3456.81931 hartree.